[1]
DFT (ωB97M-V/def2-TZVPD) results for one molecule with the formula C11H10N2S.

Summary:
Energy relative to the best compared isomer or geometry (same formula, charge and spin) in kcal/mol: 119.55
Total energy in a.u.: -932.6695
SMILES: [H]\N=C1\C\C=N/C2=C\C=C/C=C1/C=C\S2
Orbital gap in eV: 8.459

```
! RIJCOSX wB97M-V def2-TZVPD def2/J DEFGRID3
* xyz 0 1
C -1.50585 1.71334 -0.86900
C -0.28165 2.22224 -1.26911
C -1.59196 0.26104 -0.87917
C 0.82849 1.24847 -1.50972
C -0.41178 -2.01533 -0.47653
C 0.76294 -2.24727 -0.97497
C 1.58735 0.39572 1.67654
C -0.63303 -0.19544 1.37714
C 0.66088 -0.77401 1.94129
C -0.93226 -0.58896 -0.04065
C 1.50907 0.52180 -0.65097
N 1.91905 0.92157 0.59971
N -1.38988 0.51894 2.10737
S 2.13144 -1.10476 -1.21495
H -2.47163 2.26989 -0.93988
H -0.08442 3.30787 -1.37133
H -2.13101 -0.14131 -1.80939
H 0.67662 0.81916 -2.52988
H -1.18280 -2.72774 -0.50262
H 1.07405 -3.27233 -0.95621
H 2.13184 0.73690 2.49401
H 1.00655 -1.40547 1.18870
H 0.59651 -1.05866 2.95902
H -2.26852 0.59433 1.65058
*
```

=====

[2]
DFT (ωB97M-V/def2-TZVPD) results for a 2-piece molecular cluster, C10H13O2 overall.

Summary:
Energy relative to the best compared isomer or geometry (same formula, charge and spin) in kcal/mol: 50.00
Total energy in a.u.: -539.3124
Orbital gap in eV: 6.796

```
! RIJCOSX wB97M-V def2-TZVPD def2/J DEFGRID3
* xyz -1 1
C 2.09408 -0.33482 0.42047
C 3.54741 -0.11793 -0.07135
C 2.06123 0.10901 2.01663
O 3.13621 0.48238 2.57453
O 0.90405 0.10475 2.41714
H 1.24845 0.15413 0.02327
H 1.89325 -1.38529 0.42795
H 3.78250 0.99134 0.04243
H 3.50903 -0.44751 -1.13894
H 4.31835 -0.61564 0.43005
C -3.07836 0.71729 1.26173
C -1.06401 -1.41314 -1.22817
C -0.53072 -0.50370 -1.97409
C -1.89515 -1.07406 -0.16694
C -2.18848 0.27114 0.16236
C -0.89661 0.82643 -1.81871
C -1.66763 1.25237 -0.73012
H -0.94163 -2.48245 -1.27184
H 0.06852 -0.78850 -2.82668
H -2.07609 -2.09054 0.36917
H -0.28681 1.46091 -2.47108
H -2.82875 1.64381 1.74663
H -3.09943 -0.11268 1.99930
H -1.96993 2.35626 -0.93810
H -4.03948 0.99642 0.74434
*
```

=====

[3]
DFT (ωB97M-V/def2-TZVPD) results for one molecule with the formula C4H4N2O3.

Summary:
Energy relative to the best compared isomer or geometry (same formula, charge and spin) in kcal/mol: 149.08
Total energy in a.u.: -489.8463
SMILES: O/N=C/Oc1cnco1
Orbital gap in eV: 8.893

```
! RIJCOSX wB97M-V def2-TZVPD def2/J DEFGRID3
* xyz 0 1
C -1.66554 0.89824 0.16531
C 0.60652 0.16616 0.12777
C 1.57986 0.90472 -0.56918
C 2.49786 -0.91305 0.08661
H -3.36729 -1.58167 -0.50510
H -2.28338 1.68620 0.81431
H 1.25878 1.89206 -0.86358
H 3.18682 -1.76895 0.05884
N -2.12847 -0.24664 -0.38913
N 2.93977 0.25898 -0.43576
O -3.46939 -0.60955 -0.28650
O -0.39799 0.76370 0.74255
O 1.04410 -0.98546 0.46980
*
```

=====

[4]
DFT (ωB97M-V/def2-TZVPD) results for C42H114N6O21 as an isolated structure.

Summary:
Energy relative to the best compared isomer or geometry (same formula, charge and spin) in kcal/mol: 211.64
Total energy in a.u.: -3576.5649
Orbital gap in eV: 8.305

```
! RIJCOSX wB97M-V def2-TZVPD def2/J DEFGRID3
* xyz 0 1
C -0.52087 -1.91028 -6.22115
O 0.02471 -3.20241 -6.11614
C -0.58518 -4.07713 -5.18394
C -2.07049 -4.32287 -5.52916
N -2.82080 -4.89996 -4.40977
C -2.45343 -6.26927 -4.04603
C -2.12422 -6.35257 -2.56328
O -0.98075 -5.58251 -2.27202
C -0.70279 -5.52734 -0.89388
H -1.57796 -1.89112 -6.49651
H 0.01814 -1.41728 -7.02885
H -0.40687 -1.29790 -5.32100
H -0.58400 -3.59338 -4.20285
H -0.08289 -5.03588 -5.25008
H -2.07087 -4.97495 -6.41767
H -2.65995 -3.45590 -5.82743
H -3.80430 -4.72972 -4.54317
H -1.59140 -6.60714 -4.62747
H -3.23271 -6.95473 -4.39425
H -2.06321 -7.39651 -2.23418
H -2.93501 -5.84075 -2.02871
H 0.13319 -4.85892 -0.71099
H -0.55020 -6.57107 -0.58603
H -1.53703 -5.21042 -0.25383
C -1.14917 -1.37768 -3.04527
O -2.10856 -1.12114 -4.06812
C -2.50841 0.23235 -4.07633
C -3.49475 0.49150 -5.22644
N -2.83906 0.53121 -6.56673
C -2.17781 -0.69022 -6.99826
C -1.81740 -0.53646 -8.49673
O -2.98561 -0.87117 -9.24284
C -3.06458 -0.43395 -10.57966
H -0.39710 -0.58950 -3.04785
H -0.76864 -2.37783 -3.26283
H -1.52274 -1.50391 -2.02255
H -1.79024 1.02418 -4.29688
H -3.15341 0.41952 -3.21268
H -3.81100 1.53418 -5.17991
H -4.31703 -0.23153 -5.28134
H -3.56437 0.79416 -7.22085
H -2.90206 -1.50984 -6.92618
H -1.22413 -0.87183 -6.50845
H -1.10486 -1.35559 -8.64835
H -1.38232 0.42452 -8.76515
H -4.11922 -0.54377 -10.83556
H -2.46143 -0.98567 -11.30232
H -2.88553 0.63751 -10.71793
C -0.00856 5.89399 2.53801
O 0.37553 4.68894 3.15564
C -0.44048 3.59724 2.76464
C -0.12405 2.35907 3.65695
N 1.27148 2.32687 4.15305
C 2.17708 1.76017 3.11916
C 3.39974 1.16291 3.80916
O 4.06683 0.45791 2.75754
C 5.03366 -0.48201 3.19133
H 0.78637 6.63854 2.59984
H -0.86907 6.33340 3.04927
H -0.18043 5.74482 1.46874
H -0.25497 3.24651 1.74309
H -1.46256 3.96498 2.89004
H -0.53557 1.46178 3.19588
H -0.69330 2.46119 4.58738
H 1.48582 3.31799 4.02008
H 2.46349 2.46438 2.33466
H 1.70291 0.89568 2.65391
H 3.05147 0.44816 4.56607
H 4.12781 1.76834 4.36028
H 5.70488 0.00651 3.91115
H 5.56190 -0.74071 2.27947
H 4.58206 -1.31962 3.72739
C 7.62296 -0.15832 -2.88112
O 6.84313 -0.95667 -2.01792
C 5.56373 -0.45027 -1.73352
C 4.85790 -1.34198 -0.72895
N 5.03315 -2.75395 -0.98932
C 4.42495 -3.66275 -0.03165
C 5.25224 -3.91451 1.21323
O 4.53890 -3.55753 2.38670
C 5.01377 -4.05491 3.60760
H 7.79257 0.83864 -2.47490
H 7.21594 -0.34724 -3.88466
H 8.58863 -0.66215 -2.99534
H 4.94562 -0.51759 -2.63880
H 5.56157 0.58537 -1.39070
H 3.77481 -1.17909 -0.72171
H 5.14356 -1.12008 0.31166
H 6.01349 -2.99029 -1.07984
H 4.37774 -4.63366 -0.53237
H 3.40821 -3.36988 0.22717
H 6.17271 -3.31045 1.18352
H 5.64106 -4.93907 1.24642
H 4.56808 -3.57190 4.47952
H 6.09045 -3.90739 3.73042
H 4.76543 -5.10765 3.77479
C 2.47326 2.78338 -0.17591
O 2.15499 3.02336 -1.55327
C 3.04120 3.88129 -2.27667
C 3.16752 5.35935 -1.81503
N 1.90565 5.99884 -2.04296
C 1.78454 7.28671 -1.35169
C 2.29102 8.50835 -2.15419
O 3.38009 8.21872 -3.00395
C 4.62875 8.62027 -2.46188
H 2.58942 3.77254 0.28344
H 3.38784 2.19155 -0.12220
H 1.59236 2.32928 0.27513
H 2.43823 3.92616 -3.19033
H 3.97976 3.45132 -2.62969
H 4.02672 5.67651 -2.40886
H 3.53708 5.33896 -0.77812
H 1.10773 5.43939 -1.78406
H 2.15284 7.16215 -0.32409
H 0.70639 7.43423 -1.23721
H 2.34092 9.47185 -1.64251
H 1.47331 8.65470 -2.86822
H 4.62925 9.68328 -2.19110
H 5.42575 8.44444 -3.17726
H 4.73706 8.07834 -1.51360
C -5.69260 4.43387 9.62745
O -5.00273 3.22247 9.91987
C -3.59234 3.34467 9.81787
C -2.93040 2.03764 10.20355
N -3.31333 0.93350 9.35968
C -2.76111 1.00358 7.99909
C -2.71072 -0.41074 7.43009
O -2.68211 -0.38795 6.01720
C -2.77813 -1.68942 5.49326
H -6.71917 4.17102 9.87964
H -5.63621 4.95320 8.67056
H -5.40813 5.15328 10.40373
H -3.11130 4.16396 10.37063
H -3.41348 3.60165 8.76636
H -3.21902 1.85295 11.24815
H -1.85062 2.16277 10.31668
H -4.32496 0.90731 9.34168
H -1.77612 1.46865 8.04897
H -3.36134 1.70915 7.41339
H -3.41963 -1.10026 7.89400
H -1.73698 -0.80775 7.75683
H -3.73155 -2.22511 5.50259
H -1.99924 -2.29353 5.97477
H -2.49101 -1.73209 4.43886
C -4.81817 -2.29547 -2.52022
C -4.11110 -2.91972 -1.33833
O -5.01849 -3.35305 -0.30506
O -5.65407 -3.18981 -3.25027
H -4.03028 -2.00081 -3.21687
H -5.41784 -1.42775 -2.23123
H -3.48831 -2.14229 -0.89026
H -3.46606 -3.74915 -1.63954
H -5.30280 -4.22529 -0.60163
H -6.43702 -3.37541 -2.72156
C 0.69960 -2.39465 1.36432
C -0.18587 -1.14917 1.67066
O -1.22924 -0.93169 0.74166
O 1.52504 -2.84998 2.43009
H 1.40064 -2.08896 0.58066
H 0.05227 -3.20454 1.02075
H 0.48386 -0.29586 1.72754
H -0.67148 -1.43181 2.61240
H -1.67646 -1.79339 0.66993
H 2.44574 -2.64528 2.22978
C -1.04505 3.54724 -1.14248
C -1.74065 2.53976 -0.23671
O -0.86498 1.75558 0.52288
O -0.55999 2.75667 -2.26352
H -0.20868 4.04225 -0.64467
H -1.74009 4.26570 -1.57624
H -2.38245 1.95022 -0.90250
H -2.48923 2.97290 0.44980
H -1.22415 0.86010 0.66885
H 0.40579 2.84041 -2.18731
O -1.66065 -5.53545 2.63900
H -0.86561 -5.14652 3.03009
H -1.58266 -6.47653 2.82566
O -2.49015 -3.39510 1.22834
H -3.43711 -3.35564 1.02143
H -2.41223 -4.02387 1.97308
O 0.38893 -4.78731 4.93197
H 0.89869 -4.75011 4.11133
H 0.91656 -4.28673 5.56215
*
```

=====

[5]
DFT (ωB97M-V/def2-TZVPD) results for a 2-piece molecular cluster, C2N5 overall.

Summary:
Energy relative to the best compared isomer or geometry (same formula, charge and spin) in kcal/mol: 53.98
Total energy in a.u.: -349.9384
Orbital gap in eV: 7.904

```
! RIJCOSX wB97M-V def2-TZVPD def2/J DEFGRID3
* xyz -1 1
C 0.51796 1.06732 0.57572
C 1.48221 0.26843 0.03767
N 0.43845 2.00088 1.25783
N -1.76668 -1.83410 -1.24716
N 2.30542 -0.38313 -0.42425
N -1.43483 -0.08514 0.23678
N -1.54253 -1.03426 -0.43659
*
```

=====

[6]
DFT (ωB97M-V/def2-TZVPD) results for a 2-piece molecular cluster, C5H4F3NO overall.

Summary:
Energy relative to the best compared isomer or geometry (same formula, charge and spin) in kcal/mol: 126.36
Total energy in a.u.: -622.3005
Orbital gap (spin up / spin down) in eV: 8.130 / 8.129

```
! RIJCOSX wB97M-V def2-TZVPD def2/J DEFGRID3
* xyz 0 1
C 2.34387 0.54099 1.22610
C 1.50016 0.65023 0.33101
C -0.92179 -0.79292 -0.26168
C 0.06968 -1.97489 -0.19809
C -0.98408 1.64242 -0.37993
N -0.35012 0.44161 -0.55757
O -2.10498 -0.98170 -0.27457
F -2.31487 1.57403 -0.15839
F -0.87419 2.41721 -1.46381
F -0.45165 2.41390 0.59993
H 3.26037 0.59710 1.88950
H -0.14297 -2.42986 0.67932
H 1.05348 -1.47943 -0.47873
H -0.08290 -2.61869 -0.95310
*
```